(1)
Here is a cluster of 2 separate species, C3H11O in total in a non-equilibrium geometry from the OMol25 dataset. Energies are from wB97M-V/def2-TZVPD.

The HOMO-LUMO gap is 10.3 eV. The value obtained for the HOMO energy is -15.132 eV. As for the net charge: +1.

Last column: Mulliken charge in e.
CARTESIAN COORDINATES (ANGSTROEM)
O  -0.782  -0.962  -1.961  -0.3152
C  0.303  0.301  1.274  0.0843
C  1.390  -0.340  0.324  -1.1698
C  -0.779  1.132  0.619  -1.3653
H  -1.496  1.451  1.383  0.3340
H  2.360  -0.033  0.727  0.3264
H  -0.200  -0.359  -1.448  0.2767
H  -1.012  -0.792  -2.890  0.4136
H  -1.560  0.493  0.123  0.3274
H  -1.047  -1.827  -1.606  0.4290
H  0.867  0.674  2.135  0.3749
H  -0.198  -0.551  1.771  0.2300
H  1.360  0.275  -0.601  0.3967
H  1.301  -1.413  0.181  0.2610
H  -0.508  1.949  -0.031  0.3963


(2)
Here is a cluster of 3 separate species, C3H11O3 in total in a non-equilibrium geometry from the OMol25 dataset. Energies are from wB97M-V/def2-TZVPD.

The HOMO-LUMO gap is 7.8 eV. The value obtained for the HOMO energy is -3.746 eV. As for the net charge: -1.

Last column: Mulliken charge in e.
CARTESIAN COORDINATES (ANGSTROEM)
O  -0.191  -0.720  1.018  -0.8916
O  -0.988  -2.297  2.934  -0.7192
O  -2.301  -1.005  -0.498  -0.7431
C  1.385  1.788  -1.499  -1.1461
C  0.642  -0.194  0.054  -0.8067
C  0.421  1.188  -0.444  -0.0295
H  1.731  -0.310  0.403  0.3107
H  -2.383  -1.964  -0.501  0.2545
H  -0.463  -1.906  2.172  0.5046
H  0.823  -0.926  -0.774  0.2557
H  -1.450  -0.851  0.115  0.3921
H  -1.717  -1.661  2.913  0.2683
H  1.273  1.180  -2.424  0.2674
H  2.439  1.795  -1.214  0.3112
H  0.253  1.811  0.446  0.2566
H  1.133  2.818  -1.799  0.3214
H  -0.607  1.255  -0.902  0.1936


(3)
Here is a cluster of 4 separate species, C3H11O3S in total in a non-equilibrium geometry from the OMol25 dataset. Energies are from wB97M-V/def2-TZVPD.

The HOMO-LUMO gap (spin up / spin down) is 5.1 / 6.1 eV. The value obtained for the HOMO energy (spin up / spin down) is 1.011 / -0.113 eV. As for the net charge: -2. The spin multiplicity is 2.

Last column: Löwdin spin population.
CARTESIAN COORDINATES (ANGSTROEM)
S  -0.172  -2.006  2.243  0.3677
O  0.284  1.582  -1.104  0.0009
O  -2.252  1.579  -1.927  0.0001
O  -0.327  1.652  1.949  0.0128
C  0.738  0.344  -1.213  0.0007
C  0.010  -1.437  0.556  0.0513
C  1.012  -0.348  0.189  0.0084
H  1.040  0.491  0.926  0.0008
H  -0.140  1.795  0.981  0.0005
H  -2.508  1.459  -0.983  0.0001
H  -0.057  -0.296  -1.839  0.0002
H  1.753  0.179  -1.813  -0.0001
H  -0.770  0.774  2.009  0.0131
H  1.416  -3.248  1.496  0.5070
H  -0.974  -1.185  0.222  0.0066
H  0.156  -2.330  -0.137  0.0233
H  -1.252  1.699  -1.748  0.0000
H  2.044  -0.705  0.193  0.0066


(4)
Here is a structure of composition C3H12AgBrN6O3 in a non-equilibrium geometry from the OMol25 dataset. Energies are from wB97M-V/def2-TZVPD.

The HOMO-LUMO gap (spin up / spin down) is 4.7 / 8.4 eV. The value obtained for the HOMO energy (spin up / spin down) is -2.113 / -5.865 eV. As for the net charge: -1. The spin multiplicity is 2.

Last column: Löwdin spin population.
CARTESIAN COORDINATES (ANGSTROEM)
Ag  -0.995  -0.457  -2.913  0.7221
Br  0.156  0.595  -0.500  0.1470
O  -0.641  -2.932  -2.148  0.0971
O  -0.967  -1.103  4.554  0.0002
O  -0.003  5.916  -1.308  0.0003
N  -0.499  3.982  -0.568  0.0011
N  -0.337  0.463  3.093  0.0024
N  -0.887  -1.535  2.342  0.0010
N  0.309  -4.853  -1.333  0.0018
N  0.851  4.137  -2.256  0.0015
N  0.984  -2.848  -0.566  0.0012
C  -0.806  -0.762  3.360  0.0013
C  0.098  4.771  -1.331  0.0012
C  0.188  -3.510  -1.383  0.0119
H  -0.654  2.999  -0.746  0.0003
H  0.827  -1.851  -0.514  0.0005
H  -1.239  4.321  0.030  0.0004
H  -1.100  -2.490  2.591  0.0002
H  0.992  -5.173  -0.661  0.0006
H  1.821  -3.255  -0.172  0.0004
H  -0.066  1.144  3.789  0.0004
H  -0.628  -1.115  1.460  0.0012
H  -0.332  0.791  2.138  0.0031
H  1.106  3.172  -2.102  0.0016
H  0.241  -5.168  -2.290  0.0008
H  1.582  4.761  -2.566  0.0001


(5)
Here is a cluster of 2 separate species, C3H12BF3N4O7S4 in total in a non-equilibrium geometry from the OMol25 dataset. Energies are from wB97M-V/def2-TZVPD.

The HOMO-LUMO gap is 4.5 eV. The value obtained for the HOMO energy is -8.597 eV. As for the net charge: 0.

Last column: Mulliken charge in e.
CARTESIAN COORDINATES (ANGSTROEM)
S  3.556  2.367  -4.497  1.1239
S  2.090  4.248  -3.428  1.1207
S  -0.172  -1.365  0.106  0.0092
S  0.943  0.463  0.174  0.9587
F  2.144  4.896  -4.879  -0.2537
F  0.657  1.319  -1.183  -0.0493
F  5.007  1.793  -4.151  -0.2732
O  3.772  2.882  -5.825  -0.5871
O  0.134  -3.743  1.600  -0.3466
O  2.084  5.424  -2.592  -0.6402
O  2.753  1.170  -4.393  -0.5885
O  2.371  0.094  0.206  -0.4545
O  0.846  3.513  -3.453  -0.5509
O  0.523  1.244  1.376  -0.4569
N  3.425  3.423  -3.333  -0.3381
N  -4.054  -0.732  1.481  -0.7538
N  -2.839  -2.748  1.744  -0.4571
N  -2.082  -0.664  2.844  -0.4839
C  -1.922  -0.842  0.286  -0.9495
C  1.448  -1.817  2.737  -0.8185
C  -2.649  -1.276  1.609  0.5510
B  0.499  -2.358  1.563  0.4607
H  1.147  -2.388  3.670  0.2960
H  -3.793  -2.954  2.035  0.2587
H  -2.623  -3.221  0.864  0.2173
H  1.365  -0.716  2.936  0.3357
H  0.459  -4.083  0.735  0.3260
H  2.501  -2.150  2.491  0.3342
H  -2.557  -1.160  -0.600  0.4436
H  -4.044  0.236  1.155  0.2291
H  -1.943  0.297  0.256  0.5296
H  -2.792  -0.546  3.564  0.2929
H  -1.692  0.239  2.547  0.2209
H  -4.563  -0.845  2.357  0.2939


(6)
Here is a structure of composition C3H12BGaNO2 from the OMol25 dataset. Energies are from wB97M-V/def2-TZVPD.

The HOMO-LUMO gap is 7.3 eV. The value obtained for the HOMO energy is -3.750 eV. As for the net charge: -1.

Last column: Mulliken charge in e.
CARTESIAN COORDINATES (ANGSTROEM)
Ga  0.977  0.735  0.490  -0.1564
O  3.461  -0.948  -0.262  -0.5951
O  2.299  -2.022  1.421  -0.5035
N  -0.094  0.983  2.098  -0.5861
C  -0.191  0.523  -1.211  -0.9963
C  -2.317  -0.637  -0.407  -1.0555
C  -1.699  0.654  -0.960  -0.2751
B  2.365  -0.895  0.609  0.5536
H  -1.868  1.451  -0.228  0.1929
H  -2.310  -0.641  0.684  0.2130
H  1.812  2.128  0.296  -0.3625
H  -2.236  0.943  -1.873  0.3679
H  3.414  -0.202  -0.864  0.2604
H  -1.742  -1.508  -0.729  0.2618
H  -3.352  -0.775  -0.731  0.3382
H  -0.783  0.253  2.249  0.2003
H  0.126  1.301  -1.915  0.3258
H  -0.617  1.852  2.043  0.1626
H  2.756  -2.760  0.999  0.2740
H  -0.003  -0.437  -1.708  0.3799


(7)
Here is a structure of composition C3H12BrCdO3 in a non-equilibrium geometry from the OMol25 dataset. Energies are from wB97M-V/def2-TZVPD.

The HOMO-LUMO gap (spin up / spin down) is 5.1 / 3.5 eV. The value obtained for the HOMO energy (spin up / spin down) is -16.557 / -16.557 eV. As for the net charge: +2. The spin multiplicity is 2.

Last column: Löwdin spin population.
CARTESIAN COORDINATES (ANGSTROEM)
Cd  -1.486  -2.115  3.258  -0.0003
Br  -2.102  -1.413  0.851  0.0027
O  -1.433  -1.898  -2.698  0.0001
O  -4.941  -3.501  1.541  0.0001
O  2.230  0.588  1.323  0.6149
C  3.014  2.174  -0.336  0.0720
C  1.954  1.052  -0.003  0.1355
C  0.505  1.475  -0.250  0.1132
H  0.066  2.349  0.231  0.0011
H  -1.667  -1.057  -3.091  0.0000
H  -0.179  0.724  0.144  0.0021
H  -4.255  -3.052  1.047  0.0001
H  4.013  1.738  -0.372  0.0125
H  0.170  1.483  -1.288  0.0064
H  -1.351  -1.712  -1.763  0.0000
H  3.153  2.884  0.480  0.0047
H  -5.438  -3.981  0.879  0.0000
H  2.553  1.273  1.912  0.0084
H  2.264  0.212  -0.625  0.0217
H  2.928  2.775  -1.241  0.0049


(8)
Here is a structure of composition C3H12CsN6O3 in a non-equilibrium geometry from the OMol25 dataset. Energies are from wB97M-V/def2-TZVPD.

The HOMO-LUMO gap is 7.2 eV. The value obtained for the HOMO energy is -11.418 eV. As for the net charge: +1.

Last column: Mulliken charge in e.
CARTESIAN COORDINATES (ANGSTROEM)
Cs  -0.992  0.560  0.349  0.9949
O  0.426  6.034  -1.319  -0.6859
O  4.617  -3.279  5.987  -0.6362
O  -5.424  -2.734  -4.833  -0.6088
N  3.058  -2.818  4.432  -0.4309
N  2.840  -4.372  5.868  -0.3827
N  -3.882  -3.249  -3.206  -0.4019
N  2.175  6.045  -2.870  -0.4263
N  2.044  7.535  -1.413  -0.3180
N  -5.932  -3.221  -2.739  -0.3867
C  3.529  -3.399  5.514  0.6682
C  -5.098  -3.121  -3.739  0.6468
C  1.399  6.556  -1.888  0.6191
H  2.908  6.520  -3.377  0.1972
H  1.733  7.964  -0.553  0.2233
H  -5.504  -3.296  -1.827  0.1428
H  3.793  -2.313  3.958  0.2379
H  -3.130  -3.203  -3.879  0.2208
H  2.918  7.653  -1.906  0.1802
H  -6.862  -2.890  -2.952  0.2374
H  -3.834  -3.483  -2.225  0.1528
H  1.728  5.293  -3.376  0.2110
H  2.117  -4.716  5.252  0.1487
H  2.205  -3.205  4.055  0.1672
H  3.168  -4.861  6.689  0.2293


(9)
Here is a structure of composition C3H12FN6O3Tl in a non-equilibrium geometry from the OMol25 dataset. Energies are from wB97M-V/def2-TZVPD.

The HOMO-LUMO gap (spin up / spin down) is 2.7 / 4.1 eV. The value obtained for the HOMO energy (spin up / spin down) is -18.543 / -20.236 eV. As for the net charge: +3. The spin multiplicity is 2.

Last column: Löwdin spin population.
CARTESIAN COORDINATES (ANGSTROEM)
Tl  -27.608  -20.331  -10.458  0.0024
F  -25.679  -20.933  -8.350  -0.0036
O  -24.918  -19.882  -11.353  0.1087
O  -25.545  -24.926  -5.859  -0.4332
O  -24.299  -19.948  -4.105  -0.4641
N  -24.874  -23.834  -7.650  0.2272
N  -25.874  -19.981  -5.752  0.2772
N  -22.737  -19.441  -11.713  0.4356
N  -26.621  -23.165  -6.650  0.2144
N  -23.764  -20.578  -6.121  0.1840
N  -23.449  -19.988  -9.762  0.3602
C  -23.775  -19.761  -10.990  0.0669
C  -24.673  -20.161  -5.228  -0.0123
C  -25.704  -24.032  -6.675  -0.0021
H  -25.888  -20.331  -6.699  0.0000
H  -26.610  -22.443  -7.356  -0.0007
H  -22.771  -19.263  -12.707  0.0076
H  -24.251  -20.839  -6.966  -0.0010
H  -24.120  -24.459  -7.894  0.0043
H  -27.433  -23.527  -6.170  0.0027
H  -25.011  -22.941  -8.102  -0.0008
H  -24.218  -20.324  -9.199  0.0088
H  -22.492  -20.135  -9.478  0.0050
H  -22.916  -21.042  -5.829  0.0038
H  -21.832  -19.603  -11.294  0.0054
H  -26.742  -19.810  -5.264  0.0036


(10)
Here is a structure of composition C3H12FO3Pd from the OMol25 dataset. Energies are from wB97M-V/def2-TZVPD.

The HOMO-LUMO gap (spin up / spin down) is 9.0 / 3.6 eV. The value obtained for the HOMO energy (spin up / spin down) is -14.239 / -13.029 eV. As for the net charge: +1. The spin multiplicity is 3.

Last column: Löwdin spin population.
CARTESIAN COORDINATES (ANGSTROEM)
Pd  -0.902  1.569  -3.288  0.9368
F  -0.152  0.570  -1.575  0.0569
O  -1.569  -1.629  -0.805  0.1749
O  -0.055  1.770  0.938  0.1006
O  1.919  -0.866  -0.647  0.4499
C  -2.773  -1.147  -0.236  0.0270
C  -0.021  0.742  1.906  0.0228
C  2.971  -0.038  -0.284  0.1024
H  -3.437  -0.861  -1.062  0.0166
H  -3.222  -1.967  0.321  0.0028
H  -2.635  -0.300  0.441  0.0039
H  -0.071  1.122  2.923  0.0000
H  1.198  -0.266  -0.949  0.0017
H  -0.880  0.069  1.787  0.0078
H  3.922  -0.570  -0.252  0.0090
H  -0.960  -0.877  -0.941  -0.0008
H  0.904  0.160  1.814  0.0093
H  3.075  0.848  -0.918  0.0218
H  -0.183  1.312  0.079  -0.0005
H  2.871  0.359  0.747  0.0573


(11)
Here is a cluster of 2 separate species, C3H12N in total in a non-equilibrium geometry from the OMol25 dataset. Energies are from wB97M-V/def2-TZVPD.

The HOMO-LUMO gap is 10.5 eV. The value obtained for the HOMO energy is -14.904 eV. As for the net charge: +1.

Last column: Mulliken charge in e.
CARTESIAN COORDINATES (ANGSTROEM)
N  -1.587  0.258  2.062  -0.4552
C  0.720  0.484  -0.608  -0.1266
C  1.287  -0.823  -0.040  -1.1828
C  0.018  0.103  -1.914  -1.1109
H  0.579  -1.529  0.403  0.3372
H  -2.391  -0.196  2.509  0.4086
H  0.874  -0.006  -2.583  0.3046
H  -0.470  -0.863  -1.768  0.3033
H  -0.736  0.751  -2.357  0.3743
H  0.128  1.052  0.155  0.1130
H  -1.037  0.494  2.875  0.3478
H  -1.260  -0.414  1.367  0.2784
H  2.033  -0.596  0.732  0.3478
H  1.538  1.204  -0.634  0.3069
H  -1.973  1.021  1.498  0.4031
H  1.705  -1.394  -0.860  0.3504


(12)
Here is a cluster of 2 separate species, C3H12N in total in a non-equilibrium geometry from the OMol25 dataset. Energies are from wB97M-V/def2-TZVPD.

The HOMO-LUMO gap is 10.1 eV. The value obtained for the HOMO energy is -14.551 eV. As for the net charge: +1.

Last column: Mulliken charge in e.
CARTESIAN COORDINATES (ANGSTROEM)
N  -0.650  2.570  -0.367  -0.4738
C  0.325  -1.298  -0.357  -0.2493
C  1.286  -0.263  0.113  -1.0718
C  -0.788  -1.719  0.648  -0.9752
H  2.204  -0.732  0.501  0.3382
H  -1.293  -0.822  1.013  0.2507
H  -0.358  -2.359  1.431  0.3038
H  -0.252  -0.871  -1.256  0.2003
H  1.773  0.428  -0.622  0.3126
H  -0.601  2.935  -1.318  0.3754
H  0.152  2.757  0.238  0.3890
H  -1.481  3.006  0.055  0.4145
H  -1.449  -2.394  0.102  0.3236
H  0.958  0.400  0.950  0.2441
H  0.846  -2.175  -0.743  0.3475
H  -0.935  1.579  -0.305  0.2703


> Which of these has the lowest net charge?

C3H11O3S